1.
{
  "formula": "C27H21BrMgN3O4S",
  "method": "the ωB97M-V functional and the def2-TZVPD basis",
  "species": ["Mg", "C", "C", "C", "C", "C", "C", "C", "C", "C", "C", "C", "C", "C", "C", "C", "N", "H", "H", "H", "H", "H", "H", "H", "H", "H", "H", "O", "N", "C", "C", "C", "C", "C", "S", "H", "H", "H", "H", "O", "C", "C", "C", "N", "C", "Br", "C", "H", "H", "H", "H", "C", "C", "O", "O", "H", "H", "H"],
  "xyz": [[-0.3870, -0.6060, 0.4352], [-3.1700, -3.9564, -0.5095], [-4.0247, -3.2997, -1.3911], [-3.6704, -2.0518, -1.8746], [-2.4768, -1.4601, -1.4459], [-1.6117, -2.0643, -0.5140], [-2.0041, -3.3357, -0.0757], [-2.0696, -0.1319, -1.9686], [-2.4098, 0.2875, -3.2875], [-1.9237, 1.4597, -3.7734], [-1.1421, 2.2978, -2.9414], [-0.5856, 3.5286, -3.3617], [0.1085, 4.3098, -2.4791], [0.2167, 3.9282, -1.1221], [-0.3060, 2.7418, -0.6946], [-0.9363, 1.8686, -1.6139], [-1.3389, 0.6359, -1.1769], [-3.4347, -4.9448, -0.1465], [-4.9669, -3.7497, -1.6819], [-4.3530, -1.5205, -2.5316], [-1.3781, -3.8626, 0.6418], [-3.0227, -0.3567, -3.9024], [-2.1402, 1.7708, -4.7900], [-0.7183, 3.8402, -4.3924], [0.5519, 5.2412, -2.8101], [0.7101, 4.5712, -0.4030], [-0.2658, 2.4571, 0.3524], [0.9805, -1.9337, 1.0607], [1.7798, -2.1615, 2.0490], [2.1182, -3.4475, 2.2935], [2.9956, -3.7856, 3.2921], [3.5256, -2.7866, 4.0973], [3.1499, -1.4807, 3.8499], [2.2937, -1.1495, 2.8055], [1.7760, 0.5964, 2.6652], [1.6436, -4.1644, 1.6423], [3.2623, -4.8237, 3.4308], [4.2238, -3.0227, 4.8889], [3.5347, -0.6686, 4.4517], [5.1859, 2.3180, -0.6896], [3.9856, 1.7112, -0.4993], [3.1854, 1.2947, -1.5605], [2.0097, 0.6466, -1.2679], [1.5749, 0.4273, -0.0213], [2.3389, 0.8505, 0.9869], [1.3121, 3.3281, 2.4863], [3.5654, 1.4694, 0.7924], [5.3342, 2.4450, -1.6324], [3.4863, 1.4644, -2.5877], [1.3794, 0.2665, -2.0643], [4.1528, 1.8063, 1.6332], [-3.6266, 0.8916, 2.0580], [-2.5432, -0.1182, 2.4137], [-2.7766, -1.0069, 3.2268], [-1.4310, 0.0602, 1.7919], [-4.4114, 0.8893, 2.8127], [-4.0614, 0.5990, 1.0980], [-3.1951, 1.8869, 1.9550]],
  "forces_ev_per_a": [[0.5, 0.0, -0.3], [0.0, 0.0, 0.0], [0.0, 0.0, 0.0], [0.0, 0.1, 0.0], [0.1, -0.2, 0.0], [-0.2, -0.1, -0.4], [0.0, 0.0, -0.1], [0.0, 0.2, 0.1], [-0.1, 0.0, 0.0], [0.0, 0.0, 0.0], [0.0, 0.0, 0.0], [0.0, 0.0, 0.0], [0.0, 0.0, 0.0], [0.0, 0.0, 0.0], [-0.1, -0.2, 0.1], [-0.1, 0.1, 0.1], [-0.1, 0.0, -0.5], [0.0, 0.0, 0.0], [0.0, 0.0, 0.0], [0.0, 0.0, 0.0], [0.0, 0.0, 0.0], [0.0, 0.0, 0.0], [0.0, 0.0, 0.0], [0.0, 0.0, 0.0], [0.0, 0.0, 0.0], [0.0, 0.0, 0.0], [0.1, 0.1, 0.0], [0.3, -0.6, 0.3], [0.0, 0.3, 0.1], [0.1, -0.1, 0.0], [0.1, 0.0, 0.1], [0.0, 0.0, 0.0], [0.1, -0.1, 0.0], [-0.1, 0.3, 0.0], [0.1, -1.0, 0.0], [0.0, 0.1, -0.1], [-0.1, 0.0, 0.0], [0.0, 0.0, 0.0], [0.0, 0.0, -0.1], [0.0, 0.1, 0.0], [0.0, -0.1, -0.1], [0.2, 0.0, 0.0], [-0.1, -0.1, 0.1], [-0.1, 0.3, -0.1], [0.2, -0.2, -0.1], [-0.1, 0.7, -0.1], [0.1, 0.1, 0.0], [0.0, 0.0, 0.0], [0.0, 0.0, 0.0], [0.0, 0.1, 0.0], [-0.1, 0.0, 0.0], [0.0, 0.0, 0.0], [0.2, 0.0, 0.1], [0.0, 0.0, 0.0], [-0.6, 0.3, 0.9], [0.0, 0.0, 0.0], [0.0, 0.0, 0.0], [0.0, 0.0, 0.0]],
  "mulliken_charge": [1.381, -0.592, -0.650, -0.951, 0.788, -0.394, -0.084, 0.642, -1.002, -1.171, 1.131, -0.690, -0.634, -0.485, -0.198, -0.377, 0.388, 0.346, 0.353, 0.345, 0.283, 0.456, 0.388, 0.376, 0.387, 0.438, 0.227, -0.448, 0.275, -0.261, -0.610, -0.365, -0.542, 0.290, -0.075, 0.425, 0.390, 0.374, 0.432, -0.569, 1.063, -0.796, -1.020, 0.301, -0.091, -0.715, -0.482, 0.282, 0.303, 0.471, 0.472, -0.956, 0.554, -0.736, -0.424, 0.322, 0.167, 0.264],
  "total_charge": -1,
  "total_energy_ev": -127327.040,
  "spin_multiplicity": 1,
  "orbital_gap_ha": 0.261,
  "max_force_ha_per_bohr": 0.0217,
  "relative_energy_ev": 0.9461
}

2.
{
  "formula": "C3H9NS2",
  "method": "the ωB97M-V functional and the def2-TZVPD basis",
  "species": ["C", "N", "C", "C", "S", "S", "H", "H", "H", "H", "H", "H", "H", "H", "H"],
  "xyz": [[2.2238, -1.5371, -0.0613], [1.7655, -0.2264, -0.4945], [0.5989, -0.1966, -1.3359], [-0.1863, 1.0913, -1.1651], [-1.0081, 1.2932, 0.4437], [-1.1573, -0.6518, 1.1576], [1.4269, -2.2455, 0.1916], [2.8678, -1.9948, -0.8159], [2.8436, -1.4461, 0.8322], [1.5852, 0.3128, 0.3465], [-0.0827, -1.0559, -1.2668], [0.8889, -0.2214, -2.3905], [0.5177, 1.9168, -1.1992], [-0.8732, 1.1653, -1.9997], [-2.2631, -0.3927, 1.8676]],
  "forces_ev_per_a": [[0.4, -0.3, -0.1], [0.0, 0.0, 1.0], [-0.2, 0.0, -0.8], [0.2, -0.5, -0.1], [0.1, 0.4, 0.2], [0.0, -0.2, 0.1], [-0.2, 0.0, -0.1], [-0.1, 0.0, -0.1], [0.0, 0.2, 0.0], [-0.1, 0.1, -0.2], [0.1, -0.1, 0.5], [0.2, 0.1, -0.1], [0.0, 0.2, -0.1], [-0.3, 0.1, 0.1], [-0.1, 0.0, -0.1]],
  "mulliken_charge": [-0.851, -0.373, -0.783, -0.587, -0.122, -0.166, 0.280, 0.288, 0.332, 0.312, 0.369, 0.421, 0.340, 0.394, 0.146],
  "smiles": "CNCCSS",
  "total_charge": 0,
  "total_energy_ev": -26416.981,
  "spin_multiplicity": 1,
  "orbital_gap_ha": 0.323,
  "max_force_ha_per_bohr": 0.0189,
  "relative_energy_ev": 0.6956
}

3.
{
  "formula": "C3H15N2O2",
  "method": "the ωB97M-V functional and the def2-TZVPD basis",
  "species": ["C", "C", "C", "N", "N", "H", "H", "H", "H", "H", "H", "H", "H", "H", "H", "H", "H", "H", "O", "H", "H", "O"],
  "xyz": [[-0.2412, 1.0488, -0.3995], [-1.5775, 1.1044, 0.2420], [-1.7465, 0.7627, 1.6564], [-1.3972, -0.6433, 2.1744], [-0.1598, -0.2566, -1.1673], [0.4714, 0.8952, 0.3734], [0.1244, 2.0523, -0.7783], [-2.2240, 0.3665, -0.2476], [-2.1593, 2.0593, 0.2948], [-1.2287, 1.4119, 2.4409], [-2.8959, 0.9072, 1.9987], [-1.4632, -0.5759, 3.2681], [-0.5003, -0.8849, 1.8646], [0.8059, -0.3181, -1.7085], [-0.2069, -1.0398, -0.5532], [-0.8888, -0.4006, -2.0470], [2.9433, -1.8710, 0.3374], [3.0968, -1.3380, 1.7135], [2.5273, -1.4118, 1.0268], [1.1374, 0.1719, -3.7972], [2.3713, -0.5690, -3.2799], [1.5859, -0.0960, -3.0171]],
  "forces_ev_per_a": [[0.5, 0.6, 0.7], [-2.8, 0.5, 0.1], [-1.3, -1.0, 6.0], [-2.5, 1.7, 1.3], [0.4, 1.2, -4.6], [0.9, -0.4, 0.8], [-0.6, -1.7, -1.1], [-0.2, 0.4, -0.4], [0.9, -0.3, -1.2], [-0.3, 0.1, -1.7], [2.5, -0.3, -1.2], [0.6, -0.5, -3.0], [1.8, -0.5, 0.2], [-1.7, 0.2, 0.7], [-0.5, -0.7, 0.8], [1.9, 0.6, 3.2], [1.1, -1.1, -1.2], [2.8, 0.3, 3.3], [-4.1, 0.8, -2.1], [-0.5, 0.4, -1.3], [0.5, -0.2, -0.2], [0.7, -0.2, 0.9]],
  "mulliken_charge": [-0.525, -0.443, -0.560, -0.642, -0.434, 0.395, 0.381, 0.228, 0.254, 0.359, 0.319, 0.281, 0.188, 0.404, 0.377, 0.398, 0.294, 0.280, -0.559, 0.303, 0.319, -0.619],
  "total_charge": 1,
  "total_energy_ev": -10421.342,
  "spin_multiplicity": 1,
  "orbital_gap_ha": 0.323,
  "max_force_ha_per_bohr": 0.1212,
  "relative_energy_ev": 2.6840
}

> Number 1 is which compound?

C27H21BrMgN3O4S